Formula: C9H18N3O4
Source: the Open Molecules 2025 dataset
Level of theory: ωB97M-V with the def2-TZVPD basis set

Properties
**HOMO level**: -4.7 eV
**Charge**: -1
**HOMO-LUMO gap**: 0.2840 Ha
**Spin multiplicity**: 1

Atoms and positions in Å:
O (3.960, -0.509, -0.309)
O (0.890, 0.891, 3.233)
O (0.918, 0.041, -2.753)
O (-0.532, -1.110, -3.997)
C (3.289, 0.217, 0.407)
C (0.557, 0.628, 2.081)
C (-0.243, -0.348, -3.040)
N (-0.295, -0.363, 1.803)
N (2.053, 0.601, 0.073)
N (-2.527, -0.740, -0.121)
C (3.900, 0.703, 1.709)
C (-0.871, -1.261, 2.800)
C (1.144, 1.410, 0.901)
C (-2.531, 0.726, -2.813)
C (-1.760, -1.159, -1.295)
C (-1.346, 0.081, -2.074)
H (-0.595, -0.479, 0.839)
H (1.734, 0.311, -0.855)
H (-3.237, -0.065, -0.403)
H (-2.960, -1.549, 0.320)
H (3.870, 1.789, 1.741)
H (3.350, 0.285, 2.549)
H (4.935, 0.369, 1.756)
H (-0.106, -1.954, 3.152)
H (-1.691, -1.824, 2.356)
H (-1.245, -0.684, 3.647)
H (0.321, 1.757, 0.277)
H (1.665, 2.286, 1.285)
H (-2.186, 1.579, -3.406)
H (-3.009, 0.008, -3.487)
H (-3.279, 1.084, -2.100)
H (-0.877, -1.718, -0.966)
H (-2.363, -1.819, -1.928)
H (-0.933, 0.820, -1.382)



Formula: C32H72N8O12
Source: the Open Molecules 2025 dataset
Level of theory: ωB97M-V with the def2-TZVPD basis set

Properties
**HOMO level**: -9.1 eV
**SMILES string**: CCOC(C)=O.CCOC(C)=O.CN(C)C=O.CN(C)C=O.CN(C)C=O.CN(C)C=O.CN(C)C=O.CN(C)C=O.CN(C)C=O.CN(C)C=O
**HOMO-LUMO gap**: 0.3454 Ha
**Spin multiplicity**: 1
**Relative energy (zero: lowest compared OMol25 entry of this formula, charge and spin)**: 137.1 kJ/mol

Atoms and positions in Å:
C (0.982, 0.058, 2.241)
O (0.621, -0.988, 1.749)
N (0.702, 0.567, 3.486)
C (1.068, 1.900, 3.811)
C (-0.267, -0.054, 4.340)
H (1.536, 0.812, 1.638)
H (1.578, 2.028, 4.770)
H (0.196, 2.599, 3.737)
H (1.724, 2.272, 3.007)
H (-0.967, -0.530, 3.680)
H (0.312, -0.810, 4.894)
H (-0.631, 0.671, 5.074)
C (3.150, -0.760, -1.821)
O (3.653, 0.013, -2.580)
N (3.562, -2.067, -1.614)
C (2.792, -3.022, -0.868)
C (4.578, -2.681, -2.408)
H (2.337, -0.630, -1.059)
H (3.377, -3.549, -0.135)
H (2.255, -3.654, -1.579)
H (1.976, -2.638, -0.326)
H (4.503, -3.778, -2.564)
H (4.636, -2.302, -3.406)
H (5.526, -2.461, -1.910)
C (3.558, 2.917, -0.117)
O (2.814, 2.710, 0.792)
N (3.556, 3.874, -1.096)
C (4.636, 3.797, -2.040)
C (2.685, 5.023, -0.938)
H (4.378, 2.144, -0.276)
H (4.145, 3.715, -2.981)
H (5.285, 2.969, -1.884)
H (5.171, 4.789, -1.854)
H (2.140, 4.767, -0.025)
H (3.268, 5.918, -0.768)
H (2.027, 5.269, -1.772)
C (-3.594, -1.222, -5.206)
O (-2.513, -1.109, -4.687)
N (-4.012, -2.189, -6.033)
C (-5.367, -2.210, -6.633)
C (-3.130, -3.298, -6.285)
H (-4.387, -0.444, -5.095)
H (-5.752, -1.139, -6.590)
H (-6.152, -2.771, -6.183)
H (-5.217, -2.490, -7.655)
H (-2.111, -3.056, -5.971)
H (-3.516, -4.198, -5.744)
H (-3.082, -3.544, -7.347)
C (7.038, -1.110, 2.252)
O (7.669, -0.064, 2.381)
N (5.682, -1.142, 2.400)
C (4.819, -2.376, 2.265)
C (5.009, 0.109, 2.848)
H (7.522, -2.026, 1.934)
H (4.140, -2.292, 1.452)
H (4.330, -2.618, 3.238)
H (5.400, -3.256, 2.058)
H (3.950, -0.014, 3.054)
H (5.436, 0.429, 3.804)
H (5.252, 0.896, 2.110)
C (-2.558, 7.156, 2.427)
O (-3.249, 6.602, 1.596)
N (-2.243, 6.769, 3.619)
C (-1.427, 7.618, 4.491)
C (-2.689, 5.556, 4.329)
H (-2.193, 8.167, 2.149)
H (-2.124, 8.196, 5.043)
H (-0.902, 8.338, 3.919)
H (-0.749, 7.094, 5.183)
H (-3.217, 4.815, 3.655)
H (-1.794, 4.993, 4.757)
H (-3.421, 5.734, 5.062)
C (-4.842, -3.145, -1.574)
O (-5.409, -2.858, -2.602)
N (-4.955, -2.503, -0.371)
C (-4.282, -3.064, 0.774)
C (-5.944, -1.446, -0.190)
H (-4.179, -4.022, -1.608)
H (-3.443, -2.411, 0.963)
H (-4.050, -4.123, 0.601)
H (-4.984, -3.030, 1.636)
H (-6.900, -1.808, 0.225)
H (-5.507, -0.737, 0.554)
H (-6.068, -1.068, -1.228)
C (0.461, -3.900, 3.197)
O (1.574, -4.297, 3.392)
N (-0.413, -3.468, 4.167)
C (-1.677, -2.853, 3.711)
C (-0.220, -3.607, 5.593)
H (0.055, -3.725, 2.197)
H (-2.332, -3.629, 3.368)
H (-1.376, -2.304, 2.830)
H (-2.038, -2.252, 4.552)
H (0.783, -4.052, 5.811)
H (-0.305, -2.591, 6.074)
H (-1.027, -4.328, 5.979)
O (0.385, 0.430, -5.534)
C (0.633, 0.548, -4.370)
O (0.743, -0.515, -3.628)
C (0.681, -1.805, -4.343)
C (1.900, -2.159, -5.126)
C (0.861, 1.874, -3.673)
H (-0.154, -1.780, -4.967)
H (0.559, -2.517, -3.542)
H (1.981, -1.653, -6.084)
H (1.760, -3.238, -5.352)
H (2.786, -2.098, -4.492)
H (-0.007, 2.014, -3.043)
H (0.879, 2.604, -4.493)
H (1.765, 1.837, -3.034)
O (-3.342, 0.133, 1.686)
C (-2.726, 1.052, 1.176)
O (-2.488, 1.252, -0.129)
C (-2.873, 0.179, -1.077)
C (-1.640, -0.703, -1.305)
C (-2.029, 2.214, 1.928)
H (-3.131, 0.752, -1.993)
H (-3.652, -0.360, -0.605)
H (-0.806, -0.339, -1.900)
H (-1.993, -1.620, -1.758)
H (-1.264, -1.084, -0.387)
H (-0.984, 1.853, 2.045)
H (-2.654, 2.383, 2.836)
H (-1.827, 3.181, 1.321)



Formula: C16H22ClNO4S
Source: the Open Molecules 2025 dataset
Level of theory: ωB97M-V with the def2-TZVPD basis set

Properties
**HOMO level**: -9.2 eV
**SMILES string**: CCCCS(=O)(=O)N1CCC(C(=O)Oc2ccc(Cl)cc2)CC1
**HOMO-LUMO gap**: 0.3576 Ha
**Spin multiplicity**: 1
**Relative energy (zero: lowest compared OMol25 entry of this formula, charge and spin)**: 3.2 kJ/mol

Atoms and positions in Å:
C (-4.834, -2.682, -0.576)
C (-4.220, -1.898, -1.729)
C (-2.777, -2.327, -1.991)
C (-2.094, -1.458, -3.027)
H (-2.724, -1.268, -3.892)
H (-1.143, -1.870, -3.353)
S (-1.676, 0.178, -2.346)
O (-2.870, 0.885, -1.988)
O (-0.766, 0.801, -3.266)
N (-0.869, -0.248, -0.943)
C (-1.324, 0.306, 0.312)
C (-0.888, -0.607, 1.457)
H (-1.187, -0.161, 2.405)
H (-1.370, -1.581, 1.354)
C (0.633, -0.792, 1.428)
C (1.314, 0.503, 1.852)
O (0.829, 1.311, 2.595)
O (2.539, 0.608, 1.310)
C (3.359, 1.697, 1.577)
C (3.507, 2.238, 2.845)
C (4.380, 3.295, 3.037)
C (5.099, 3.798, 1.965)
C (4.958, 3.254, 0.696)
C (4.083, 2.202, 0.504)
H (3.954, 1.764, -0.473)
H (5.523, 3.653, -0.131)
Cl (6.189, 5.114, 2.210)
H (4.500, 3.725, 4.018)
H (2.945, 1.846, 3.676)
C (1.079, -1.284, 0.048)
H (0.657, -2.276, -0.120)
H (2.165, -1.354, -0.002)
C (0.569, -0.336, -1.035)
H (0.817, -0.704, -2.031)
H (1.029, 0.656, -0.917)
H (0.922, -1.532, 2.185)
H (-2.409, 0.386, 0.258)
H (-0.913, 1.313, 0.471)
H (-2.204, -2.263, -1.064)
H (-2.764, -3.369, -2.325)
H (-4.238, -0.832, -1.504)
H (-4.812, -2.058, -2.632)
H (-5.865, -2.378, -0.416)
H (-4.281, -2.507, 0.345)
H (-4.821, -3.750, -0.786)



Formula: C2H4AlO3
Source: the Open Molecules 2025 dataset
Level of theory: ωB97M-V with the def2-TZVPD basis set

Properties
**HOMO level (alpha / beta)**: -18.8 / -21.9 eV
**Charge**: +2
**⟨S²⟩**: 0.753
**HOMO-LUMO gap (alpha / beta)**: 0.2448 / 0.3513 Ha
**Spin multiplicity**: 2
**Relative energy (zero: lowest compared OMol25 entry of this formula, charge and spin)**: 0.0 kJ/mol

Atoms and positions in Å:
O (-0.583, 0.387, 1.393)
C (-0.148, 1.385, 0.729)
C (0.825, 1.134, -0.295)
O (1.460, 0.018, -0.170)
H (-0.345, 2.408, 1.072)
H (1.335, 1.980, -0.777)
Al (0.186, -1.052, 0.596)
O (-0.624, -2.027, -0.595)
H (-1.362, -2.619, -0.412)
H (-0.745, -1.613, -1.541)



no.,E (a.u.)
1,-819.0826
2,-2603.3432
3,-1836.9961
4,-546.0566